Computed, not measured: C41H35ClMnN2Si2 as an isolated structure, with wB97M-V/def2-TZVPD.

total charge = +1
2S+1 = 5
E_tot = -3882.8122 hartree
expectation value of S² = 6.10
HOMO-LUMO gap (alpha / beta) = 3.95 / 6.46 eV
energy relative to the best compared isomer or geometry (same formula, charge and spin) = 5.7 kcal/mol

CARTESIAN COORDINATES (ANGSTROEM)
C1 -2.000 -0.520 4.513
C2 -2.550 0.070 3.326
C3 -2.414 -0.876 2.263
H1 -3.057 1.038 3.289
C4 -1.752 -2.034 2.778
C5 -1.513 -1.824 4.174
H2 -1.119 -2.547 4.882
H3 -2.022 -0.109 5.520
H4 -2.808 -0.771 1.253
H5 -1.521 -2.945 2.232
Mn1 -0.437 -0.318 3.052
Si1 0.345 0.106 -0.049
C6 -0.638 1.664 -0.430
C7 -0.051 2.538 -1.366
H6 1.002 2.421 -1.654
C8 -0.806 3.567 -1.936
H7 -0.366 4.205 -2.705
C9 -2.110 3.824 -1.499
H8 -2.691 4.658 -1.913
C10 -2.662 3.046 -0.461
H9 -3.641 3.310 -0.031
C11 -1.933 1.978 0.066
H10 -2.400 1.406 0.875
C12 -0.525 -1.506 -0.515
C13 -1.637 -1.504 -1.386
H11 -2.038 -0.565 -1.773
C14 -2.235 -2.708 -1.773
H12 -3.152 -2.691 -2.383
C15 -1.689 -3.936 -1.349
H13 -2.195 -4.880 -1.617
C16 -0.517 -3.948 -0.575
H14 -0.089 -4.907 -0.254
C17 0.077 -2.739 -0.201
H15 1.025 -2.787 0.336
H16 1.725 0.099 0.643
Si2 1.788 0.236 -4.124
C18 1.399 -1.351 -4.951
C19 0.551 -1.362 -6.078
H17 0.263 -0.426 -6.572
C20 -0.005 -2.564 -6.532
H18 -0.682 -2.559 -7.387
C21 0.283 -3.778 -5.892
H19 -0.159 -4.723 -6.240
C22 1.156 -3.778 -4.791
H20 1.397 -4.712 -4.274
C23 1.722 -2.582 -4.336
H21 2.366 -2.623 -3.448
C24 0.754 1.573 -4.829
C25 -0.617 1.742 -4.577
H22 -1.117 1.111 -3.830
C26 -1.344 2.752 -5.232
H23 -2.393 2.907 -4.974
C27 -0.737 3.578 -6.180
H24 -1.309 4.379 -6.663
C28 0.613 3.373 -6.488
H25 1.092 3.996 -7.245
C29 1.353 2.397 -5.811
H26 2.418 2.285 -6.037
H27 3.231 0.683 -4.140
Cl1 1.714 -0.350 -2.050
C30 2.658 -2.787 4.643
C31 1.636 -2.338 3.797
N1 1.190 -1.065 3.869
C32 1.763 -0.204 4.779
C33 2.707 -0.650 5.738
C34 3.182 -1.967 5.633
C35 3.051 0.255 6.791
C36 2.452 1.493 6.912
C37 1.466 1.945 5.980
C38 0.734 3.131 6.107
C39 -0.255 3.414 5.177
C40 -0.561 2.517 4.145
N2 0.104 1.343 4.032
C41 1.157 1.092 4.884
H28 3.005 -3.813 4.546
H29 1.159 -2.994 3.076
H30 3.957 -2.277 6.328
H31 3.767 -0.093 7.541
H32 2.676 2.145 7.762
H33 0.997 3.795 6.928
H34 -0.843 4.331 5.261
H35 -1.346 2.711 3.421

---

Computed, not measured: C41H36BrClNP2Tm as an isolated structure, with wB97M-V/def2-TZVPD.

total charge = +2
2S+1 = 3
E_tot = -6440.3788 hartree
expectation value of S² = 2.00
HOMO-LUMO gap (alpha / beta) = 7.43 / 7.40 eV

CARTESIAN COORDINATES (ANGSTROEM)
Tm1 -0.925 -0.657 0.269
Cl1 -3.299 -1.043 -0.065
P1 -0.692 2.010 1.510
P2 0.441 -1.297 -2.224
C1 -0.724 1.435 3.252
C2 -2.344 2.782 1.327
C3 0.457 3.431 1.540
C4 2.147 -1.129 -2.866
C5 0.329 -3.115 -1.975
C6 -0.621 -1.027 -3.695
C7 0.205 1.887 4.204
C8 0.245 1.300 5.470
C9 -0.620 0.244 5.779
C10 -1.513 -0.241 4.814
C11 -1.579 0.355 3.555
H1 0.909 2.674 3.933
H2 0.967 1.664 6.205
H3 -0.592 -0.212 6.770
H4 -2.159 -1.092 5.043
H5 -2.286 -0.021 2.797
C12 1.845 3.165 1.552
C13 2.765 4.213 1.476
C14 2.322 5.538 1.375
C15 0.949 5.808 1.338
C16 0.022 4.763 1.408
H6 2.181 2.127 1.572
H7 3.836 3.999 1.477
H8 3.046 6.353 1.309
H9 0.592 6.833 1.228
H10 -1.044 4.970 1.315
C17 -3.111 3.185 2.434
C18 -4.410 3.663 2.246
C19 -4.952 3.733 0.959
C20 -4.187 3.338 -0.148
C21 -2.881 2.880 0.028
H11 -2.702 3.084 3.440
H12 -4.999 3.964 3.115
H13 -5.972 4.088 0.813
H14 -4.615 3.381 -1.150
H15 -2.279 2.560 -0.827
C22 -0.925 -3.742 -2.088
C23 -1.068 -5.070 -1.688
C24 0.010 -5.752 -1.108
C25 1.233 -5.093 -0.911
C26 1.394 -3.778 -1.338
H16 -1.786 -3.154 -2.416
H17 -2.042 -5.554 -1.795
H18 -0.112 -6.784 -0.774
H19 2.058 -5.592 -0.399
H20 2.311 -3.225 -1.129
C27 3.131 -0.586 -2.016
C28 4.435 -0.387 -2.475
C29 4.785 -0.739 -3.784
C30 3.813 -1.271 -4.636
C31 2.497 -1.443 -4.191
H21 2.850 -0.271 -1.010
H22 5.176 0.061 -1.814
H23 5.805 -0.573 -4.140
H24 4.066 -1.527 -5.667
H25 1.734 -1.780 -4.888
C32 -0.709 -1.956 -4.748
C33 -1.622 -1.756 -5.791
C34 -2.460 -0.638 -5.791
C35 -2.380 0.286 -4.738
C36 -1.454 0.112 -3.710
H26 -0.091 -2.852 -4.741
H27 -1.685 -2.499 -6.591
H28 -3.180 -0.486 -6.597
H29 -3.054 1.142 -4.714
H30 -1.396 0.831 -2.890
H31 1.357 1.365 -0.844
H32 0.773 1.606 -1.251
Br1 3.626 -1.932 4.415
C37 2.114 -2.268 3.314
C38 1.325 -3.413 3.477
C39 0.180 -3.603 2.709
C40 -0.190 -2.621 1.799
N1 0.597 -1.518 1.630
C41 1.759 -1.333 2.353
H33 1.623 -4.134 4.228
H34 -0.458 -4.484 2.803
H35 -1.127 -2.750 1.196
H36 2.334 -0.435 2.142

---

Computed, not measured: C41H36IN2O8TeV as an isolated structure, with wB97M-V/def2-TZVPD.

total charge = -1
2S+1 = 2
E_tot = -3805.2705 hartree
expectation value of S² = 0.77
HOMO-LUMO gap (alpha / beta) = 6.85 / 6.86 eV
energy relative to the best compared isomer or geometry (same formula, charge and spin) = 18.7 kcal/mol

CARTESIAN COORDINATES (ANGSTROEM)
V1 0.872 -0.334 -0.545
O1 -2.156 -0.555 3.195
C1 -1.602 -0.812 2.005
O2 -1.210 0.047 1.258
C2 -1.542 -2.290 1.674
O3 -0.323 -2.634 1.071
C3 0.818 -2.570 1.915
C4 1.258 -1.125 2.188
O4 1.239 -0.667 3.303
O5 1.624 -0.463 1.103
H1 -2.067 0.396 3.361
H2 -2.310 -2.485 0.921
H3 -1.747 -2.883 2.570
H4 1.605 -3.077 1.358
H5 0.628 -3.069 2.869
N1 6.287 0.834 -5.468
C5 5.451 0.708 -4.688
C6 4.399 0.546 -3.720
C7 4.690 0.104 -2.432
C8 3.663 -0.094 -1.525
C9 2.331 0.146 -1.868
C10 2.063 0.614 -3.155
C11 3.077 0.813 -4.076
H6 5.721 -0.073 -2.150
H7 3.905 -0.440 -0.527
H8 1.042 0.828 -3.448
H9 2.854 1.168 -5.075
I1 -3.619 7.222 -1.250
C12 -2.265 5.649 -0.977
C13 -0.920 5.854 -1.246
C14 -0.032 4.801 -1.080
C15 -0.488 3.560 -0.664
C16 -1.837 3.375 -0.386
C17 -2.735 4.422 -0.534
C18 0.462 2.405 -0.534
O6 1.590 2.552 -0.104
O7 -0.049 1.265 -0.916
H10 -0.571 6.818 -1.588
H11 1.023 4.937 -1.280
H12 -2.173 2.402 -0.051
H13 -3.786 4.278 -0.324
C19 -6.844 1.973 -7.090
C20 -5.797 1.459 -6.135
C21 -4.956 0.411 -6.480
C22 -3.973 -0.057 -5.611
C23 -3.078 -1.171 -6.104
C24 -3.805 0.519 -4.340
Te1 -2.024 -0.077 -3.072
N2 -0.153 -1.150 -1.926
C25 0.569 -2.246 -1.990
O8 1.433 -2.405 -1.066
C26 0.489 -3.246 -3.089
C27 0.775 -4.580 -2.824
C28 0.747 -5.512 -3.850
C29 0.445 -5.110 -5.146
C30 0.175 -3.774 -5.414
C31 0.196 -2.842 -4.387
C32 -3.122 -1.737 -2.300
C33 -2.987 -2.988 -2.899
C34 -3.652 -4.105 -2.412
C35 -4.466 -3.983 -1.298
C36 -4.583 -2.751 -0.674
C37 -3.917 -1.620 -1.149
C38 -4.093 -0.323 -0.400
C39 -4.642 1.596 -4.002
C40 -4.553 2.331 -2.685
C41 -5.623 2.039 -4.890
H14 -6.844 1.399 -8.017
H15 -6.663 3.021 -7.338
H16 -7.842 1.910 -6.651
H17 -5.054 -0.049 -7.459
H18 -3.436 -1.557 -7.061
H19 -3.038 -1.995 -5.395
H20 -2.058 -0.807 -6.241
H21 1.024 -4.864 -1.809
H22 0.975 -6.551 -3.644
H23 0.441 -5.836 -5.950
H24 -0.044 -3.456 -6.426
H25 0.000 -1.794 -4.579
H26 -2.327 -3.106 -3.747
H27 -3.526 -5.063 -2.902
H28 -5.000 -4.842 -0.909
H29 -5.204 -2.656 0.210
H30 -4.396 -0.517 0.631
H31 -4.865 0.289 -0.870
H32 -3.168 0.252 -0.396
H33 -3.698 1.999 -2.101
H34 -5.463 2.175 -2.098
H35 -4.454 3.406 -2.851
H36 -6.261 2.869 -4.596

---

What did the third record say?
Computed, not measured: C41H36IN2O8TeV as an isolated structure, with wB97M-V/def2-TZVPD.

total charge = -1
2S+1 = 2
E_tot = -3805.2705 hartree
expectation value of S² = 0.77
HOMO-LUMO gap (alpha / beta) = 6.85 / 6.86 eV
energy relative to the best compared isomer or geometry (same formula, charge and spin) = 18.7 kcal/mol

CARTESIAN COORDINATES (ANGSTROEM)
V1 0.872 -0.334 -0.545
O1 -2.156 -0.555 3.195
C1 -1.602 -0.812 2.005
O2 -1.210 0.047 1.258
C2 -1.542 -2.290 1.674
O3 -0.323 -2.634 1.071
C3 0.818 -2.570 1.915
C4 1.258 -1.125 2.188
O4 1.239 -0.667 3.303
O5 1.624 -0.463 1.103
H1 -2.067 0.396 3.361
H2 -2.310 -2.485 0.921
H3 -1.747 -2.883 2.570
H4 1.605 -3.077 1.358
H5 0.628 -3.069 2.869
N1 6.287 0.834 -5.468
C5 5.451 0.708 -4.688
C6 4.399 0.546 -3.720
C7 4.690 0.104 -2.432
C8 3.663 -0.094 -1.525
C9 2.331 0.146 -1.868
C10 2.063 0.614 -3.155
C11 3.077 0.813 -4.076
H6 5.721 -0.073 -2.150
H7 3.905 -0.440 -0.527
H8 1.042 0.828 -3.448
H9 2.854 1.168 -5.075
I1 -3.619 7.222 -1.250
C12 -2.265 5.649 -0.977
C13 -0.920 5.854 -1.246
C14 -0.032 4.801 -1.080
C15 -0.488 3.560 -0.664
C16 -1.837 3.375 -0.386
C17 -2.735 4.422 -0.534
C18 0.462 2.405 -0.534
O6 1.590 2.552 -0.104
O7 -0.049 1.265 -0.916
H10 -0.571 6.818 -1.588
H11 1.023 4.937 -1.280
H12 -2.173 2.402 -0.051
H13 -3.786 4.278 -0.324
C19 -6.844 1.973 -7.090
C20 -5.797 1.459 -6.135
C21 -4.956 0.411 -6.480
C22 -3.973 -0.057 -5.611
C23 -3.078 -1.171 -6.104
C24 -3.805 0.519 -4.340
Te1 -2.024 -0.077 -3.072
N2 -0.153 -1.150 -1.926
C25 0.569 -2.246 -1.990
O8 1.433 -2.405 -1.066
C26 0.489 -3.246 -3.089
C27 0.775 -4.580 -2.824
C28 0.747 -5.512 -3.850
C29 0.445 -5.110 -5.146
C30 0.175 -3.774 -5.414
C31 0.196 -2.842 -4.387
C32 -3.122 -1.737 -2.300
C33 -2.987 -2.988 -2.899
C34 -3.652 -4.105 -2.412
C35 -4.466 -3.983 -1.298
C36 -4.583 -2.751 -0.674
C37 -3.917 -1.620 -1.149
C38 -4.093 -0.323 -0.400
C39 -4.642 1.596 -4.002
C40 -4.553 2.331 -2.685
C41 -5.623 2.039 -4.890
H14 -6.844 1.399 -8.017
H15 -6.663 3.021 -7.338
H16 -7.842 1.910 -6.651
H17 -5.054 -0.049 -7.459
H18 -3.436 -1.557 -7.061
H19 -3.038 -1.995 -5.395
H20 -2.058 -0.807 -6.241
H21 1.024 -4.864 -1.809
H22 0.975 -6.551 -3.644
H23 0.441 -5.836 -5.950
H24 -0.044 -3.456 -6.426
H25 0.000 -1.794 -4.579
H26 -2.327 -3.106 -3.747
H27 -3.526 -5.063 -2.902
H28 -5.000 -4.842 -0.909
H29 -5.204 -2.656 0.210
H30 -4.396 -0.517 0.631
H31 -4.865 0.289 -0.870
H32 -3.168 0.252 -0.396
H33 -3.698 1.999 -2.101
H34 -5.463 2.175 -2.098
H35 -4.454 3.406 -2.851
H36 -6.261 2.869 -4.596

---

- Which of these has the highest total charge?
  C41H36BrClNP2Tm